# 1
69
Properties=species:S:1:pos:R:3 method="wB97M-V/def2-TZVPD" gap_ev="7.8170 / 6.6007" charge=+1 homo_ha="-0.4115 / -0.4256" spin_multiplicity=2 e_above_lowest_kj_mol=51.08 total_energy_ev=-55998.304
Al 1.169 0.988 -2.159
N 0.521 1.730 -4.086
N 0.378 3.115 -3.937
C 0.685 3.634 -2.688
O 0.818 4.807 -2.484
O 0.800 2.670 -1.774
H 1.269 1.481 -4.728
H -0.340 1.304 -4.415
H 0.347 3.723 -4.739
N 4.749 -2.829 1.304
C 4.383 -1.778 1.022
C 3.918 -0.460 0.688
C 4.356 0.664 1.382
C 3.851 1.901 1.029
C 2.921 1.983 0.011
N 2.505 0.897 -0.664
C 3.003 -0.304 -0.337
H 5.079 0.562 2.181
H 4.167 2.801 1.537
H 2.471 2.920 -0.285
H 2.654 -1.148 -0.913
C 1.826 -2.731 -3.949
C 1.319 -1.628 -3.055
O 0.365 -2.108 -2.220
N 1.746 -0.436 -3.090
Te -0.847 -0.640 -1.147
C -2.689 0.116 -0.247
C -3.083 1.420 -0.547
C -2.476 2.283 -1.623
C -4.117 1.963 0.213
C -4.777 1.231 1.187
C -5.910 1.828 1.972
C -4.403 -0.097 1.389
C -3.373 -0.689 0.673
C -3.050 -2.138 0.913
C 0.132 -1.058 0.680
C 0.549 -2.358 0.989
C 0.208 -3.591 0.196
C 1.298 -2.535 2.149
C 1.598 -1.489 3.010
C 2.436 -1.720 4.235
C 1.101 -0.227 2.705
C 0.364 0.018 1.552
C -0.172 1.413 1.354
H 1.932 -3.662 -3.393
H 2.775 -2.442 -4.391
H 1.100 -2.909 -4.744
H -1.825 1.730 -2.297
H -1.891 3.100 -1.195
H -3.268 2.725 -2.227
H -4.422 2.986 0.016
H -5.914 2.914 1.901
H -5.847 1.550 3.024
H -6.868 1.464 1.594
H -4.941 -0.693 2.118
H -3.857 -2.614 1.467
H -2.135 -2.253 1.495
H -2.927 -2.682 -0.025
H -0.605 -3.439 -0.508
H -0.080 -4.386 0.884
H 1.066 -3.940 -0.378
H 1.642 -3.535 2.391
H 2.237 -2.699 4.669
H 2.250 -0.961 4.994
H 3.500 -1.694 3.982
H 1.285 0.596 3.386
H 0.470 2.137 1.855
H -1.172 1.501 1.784
H -0.253 1.720 0.311

---

# 2
8
Properties=species:S:1:pos:R:3 method="wB97M-V/def2-TZVPD" gap_ev="6.9162 / 6.9157" charge=0 homo_ha="-0.2855 / -0.2848" e_above_lowest_kj_mol=322.25 total_energy_ev=-45442.993
C -1.390 0.015 0.013
C 1.330 0.028 -0.218
S -1.449 1.591 0.050
S 1.293 1.588 -0.054
S -2.545 -1.231 -0.057
S 2.468 -1.135 0.036
H -3.411 -0.308 0.277
H 3.704 -0.548 -0.047

---

# 3
29
Properties=species:S:1:pos:R:3 method="wB97M-V/def2-TZVPD" gap_ev="6.4669 / 5.7600" charge=+2 homo_ha="-0.6197 / -0.6198" spin_multiplicity=2 e_above_lowest_kj_mol=0.00 total_energy_ev=-25596.451
Sn -7.858 -1.971 14.326
O -3.829 -4.277 12.579
C -4.959 -3.783 13.058
O -5.970 -4.530 13.092
O -5.080 -2.578 13.391
H -3.977 -5.216 12.443
C -6.733 -1.265 10.435
O -7.047 -0.459 11.618
C -8.091 0.579 11.324
C -8.315 1.337 12.672
O -9.001 0.615 13.714
C -9.665 1.456 14.691
C -10.109 0.690 15.960
O -9.056 -0.102 16.529
C -9.087 -0.555 17.869
H -6.368 -2.228 10.790
H -5.820 -0.821 10.040
H -7.556 -1.384 9.730
H -9.011 0.060 11.054
H -7.710 1.253 10.556
H -8.868 2.236 12.401
H -7.304 1.546 13.020
H -10.506 1.931 14.186
H -9.055 2.288 15.043
H -11.060 0.217 15.716
H -10.502 1.273 16.793
H -8.661 -1.552 17.982
H -10.139 -0.750 18.081
H -8.720 0.167 18.598

---

# 4
10
Properties=species:S:1:pos:R:3 method="wB97M-V/def2-TZVPD" gap_ev="7.9560 / 7.5551" charge=0 homo_ha="-0.3050 / -0.3082" e_above_lowest_kj_mol=339.18 total_energy_ev=-28019.588
C 0.412 0.782 0.713
C 0.884 0.068 1.663
C 0.170 0.256 -0.776
N -1.050 -0.409 -0.857
S -1.268 -1.947 -0.324
Cl 1.468 -1.411 2.070
H 0.088 1.799 0.850
H 0.194 1.121 -1.439
H 0.983 -0.432 -1.004
H -1.881 0.173 -0.894

---

# 5
22
Properties=species:S:1:pos:R:3 method="wB97M-V/def2-TZVPD" gap_ev=9.3147 charge=0 homo_ha=-0.3192 smiles=CNCc1cc2cccnc2s1 e_above_lowest_kj_mol=16.64 total_energy_ev=-23310.588
C -2.151 2.487 -0.366
C 0.263 2.433 -0.726
C 0.467 1.017 -0.240
C 0.425 -0.125 -0.977
C 0.633 -1.310 -0.203
C 0.681 -2.664 -0.563
C 0.893 -3.600 0.438
C 1.063 -3.166 1.758
C 0.817 -1.015 1.167
H -2.963 3.110 0.083
H -2.338 2.401 -1.435
H -2.198 1.455 0.044
H -0.713 3.327 0.816
H 1.151 3.007 -0.504
H 0.156 2.380 -1.808
H 0.245 -0.137 -2.039
H 0.524 -2.971 -1.612
H 0.924 -4.669 0.198
H 1.232 -3.921 2.541
N -0.864 3.150 -0.165
N 1.022 -1.896 2.137
S 0.731 0.709 1.455

---

# 6
16
Properties=species:S:1:pos:R:3 method="wB97M-V/def2-TZVPD" gap_ev=6.4740 charge=-1 homo_ha=-0.1108 e_above_lowest_kj_mol=164.51 total_energy_ev=-17645.738
C -0.863 -0.701 -2.274
S 0.929 -0.622 -2.637
C 1.463 0.437 -1.255
H -1.335 0.218 -2.470
H -0.954 -0.937 -1.179
H -1.309 -1.522 -2.878
H 2.516 0.384 -1.145
H 1.120 1.432 -1.348
H 1.001 -0.020 -0.336
N -0.100 -0.248 3.067
C -0.436 0.664 1.875
O -0.819 0.010 0.741
H -0.953 -0.806 3.231
H 0.483 -0.960 2.645
H -1.261 1.375 2.253
H 0.518 1.294 1.709

---

# 7
30
Properties=species:S:1:pos:R:3 method="wB97M-V/def2-TZVPD" gap_ev=7.7060 charge=0 homo_ha=-0.3210 smiles="S=c1[nH]n2c(-c3ccccc3)nnc2c2ccccc12" e_above_lowest_kj_mol=0.00 total_energy_ev=-32510.357
S -1.881 -3.024 1.232
N 1.460 1.670 -1.107
N 1.922 0.490 -1.495
C -0.862 -2.040 0.295
C 0.476 1.506 -0.235
C 1.201 -0.394 -0.828
C -1.966 4.190 2.066
C -1.654 4.451 0.687
C -1.442 3.019 2.694
C 1.109 -4.540 -1.726
C 2.149 -3.801 -2.249
C -0.877 3.571 -0.022
C -0.584 2.249 1.950
C 0.149 -4.024 -0.871
C 2.269 -2.494 -1.830
C -0.348 2.443 0.561
C 0.228 -2.668 -0.455
C 1.302 -1.932 -0.977
N -0.825 -0.658 0.622
N 0.245 0.134 0.017
H -2.584 4.817 2.657
H -2.039 5.472 0.443
H -1.586 2.738 3.747
H 1.045 -5.583 -2.043
H 2.914 -4.201 -2.952
H -0.628 3.896 -1.087
H -0.220 1.343 2.379
H -0.794 -4.515 -0.746
H 2.942 -1.736 -2.271
H -1.118 -0.380 1.547

---

# 8
47
Properties=species:S:1:pos:R:3 method="wB97M-V/def2-TZVPD" gap_ev=8.3491 charge=0 homo_ha=-0.3079 e_above_lowest_kj_mol=0.00 total_energy_ev=-37040.523
Rb 0.207 -1.063 -0.268
O -0.619 3.673 2.326
C -0.529 2.423 1.826
O -0.522 2.198 0.644
C -0.479 1.402 2.944
O -0.115 0.181 2.415
C -0.406 -0.986 3.212
C -0.215 -2.129 2.209
O 0.980 -2.454 2.000
O -1.210 -2.446 1.526
H -0.697 4.256 1.552
H -1.486 1.388 3.386
H 0.207 1.768 3.718
H -1.440 -0.922 3.562
H 0.303 -1.043 4.041
C -0.326 1.092 -5.038
P -0.254 0.951 -3.255
C -1.788 1.631 -2.627
C 1.019 2.086 -2.701
O -0.008 -0.451 -2.778
H -0.493 2.124 -5.349
H -1.138 0.470 -5.416
H 0.610 0.736 -5.467
H -1.973 2.628 -3.032
H -1.723 1.709 -1.541
H -2.622 0.981 -2.889
H 0.813 3.109 -3.021
H 1.987 1.780 -3.098
H 1.065 2.060 -1.610
C 5.001 -0.676 2.089
C 4.558 -1.367 0.801
C 4.411 -2.867 1.033
C 5.559 -1.104 -0.315
N 3.215 -0.923 0.368
N 3.031 0.466 0.112
H 5.968 -1.057 2.424
H 4.280 -0.844 2.892
H 5.121 0.403 1.954
H 5.351 -3.296 1.384
H 4.131 -3.359 0.100
H 3.630 -3.081 1.766
H 6.541 -1.495 -0.042
H 5.682 -0.035 -0.506
H 5.239 -1.592 -1.237
H 2.556 -1.191 1.095
H 3.491 0.678 -0.764
H 3.460 1.047 0.829

---

# 9
8
Properties=species:S:1:pos:R:3 method="wB97M-V/def2-TZVPD" gap_ev=12.0676 charge=0 homo_ha=-0.4161 smiles=FC(F)C(Cl)Cl e_above_lowest_kj_mol=0.00 total_energy_ev=-32586.227
C 0.580 0.149 -0.036
C -0.621 1.018 -0.422
H 1.479 0.605 -0.423
H -0.436 2.081 -0.127
F -1.722 0.595 0.194
F -0.692 0.963 -1.779
Cl 0.496 -1.505 -0.680
Cl 0.735 0.110 1.713

---

# 10
12
Properties=species:S:1:pos:R:3 method="wB97M-V/def2-TZVPD" gap_ev=10.8380 charge=0 homo_ha=-0.3639 smiles="NC=O.NC=O" e_above_lowest_kj_mol=57.95 total_energy_ev=-9246.717
C -0.567 1.002 0.480
N -1.173 2.133 0.051
O -0.903 0.387 1.488
H 0.361 0.742 -0.041
H -2.086 2.407 0.571
H -0.995 2.555 -0.861
C 0.938 -1.461 -0.923
N 0.846 -1.572 0.426
O 0.322 -0.730 -1.713
H 1.645 -2.222 -1.319
H 1.548 -2.165 0.981
H 0.064 -1.077 0.861

---

# 11
34
Properties=species:S:1:pos:R:3 method="wB97M-V/def2-TZVPD" gap_ev="7.6842 / 7.6778" charge=-1 homo_ha="-0.2028 / -0.2026" spin_multiplicity=5 e_above_lowest_kj_mol=88.18 total_energy_ev=-126228.124
Fe -5.241 7.161 -29.104
I -5.067 9.194 -27.290
Cl -6.689 4.667 -29.287
O -5.976 5.163 -30.469
O -7.022 5.882 -28.582
O -7.874 3.925 -29.650
O -5.779 3.820 -28.590
Cl -7.007 8.856 -31.583
O -5.713 8.294 -31.162
O -6.690 9.873 -32.556
O -7.761 7.811 -32.187
O -7.641 9.446 -30.475
C -2.793 7.205 -33.401
C -3.762 6.010 -33.322
O -3.298 5.168 -32.232
S -2.566 6.079 -31.169
O -1.557 5.353 -30.452
O -3.550 6.778 -30.383
O -1.931 7.084 -32.265
H -3.295 8.169 -33.359
H -2.151 7.203 -34.283
H -4.020 5.462 -34.220
H -4.700 6.456 -32.978
C -2.999 2.662 -27.410
C -3.685 2.868 -26.044
O -4.166 4.202 -26.109
S -3.182 5.171 -26.896
O -2.208 5.779 -26.047
O -3.980 5.925 -27.836
O -2.523 3.972 -27.794
H -3.643 2.330 -28.224
H -2.130 2.007 -27.435
H -2.992 2.902 -25.199
H -4.499 2.185 -25.822

---

# 12
94
Properties=species:S:1:pos:R:3 method="wB97M-V/def2-TZVPD" gap_ev=9.8954 charge=0 homo_ha=-0.3535 smiles="C=CC(=O)OCCCCCC[C@@]1(N)C(=O)N[C@H](CCCC(F)(F)C(F)(F)F)[C@@]1(CCCO)CCN(CC)C(C)=O.O=C1OC[C@@H](F)O1" total_energy_ev=-69027.888
C 7.206 3.733 0.343
C 7.510 2.496 0.731
C 7.283 1.378 -0.230
O 7.550 1.368 -1.396
O 6.650 0.374 0.400
C 6.693 -0.907 -0.270
C 6.447 -2.002 0.774
C 5.047 -2.614 0.651
C 3.942 -1.685 1.189
C 2.708 -2.473 1.694
C 1.416 -1.833 1.169
C 0.126 -2.477 1.749
N 0.288 -3.920 1.703
C 0.109 -2.027 3.210
O 0.529 -2.610 4.167
N -0.490 -0.768 3.258
C -1.216 -0.511 2.003
C -2.514 0.234 2.290
C -2.227 1.590 2.968
C -3.351 2.609 2.780
C -3.389 3.324 1.448
F -4.189 4.410 1.526
F -3.929 2.512 0.493
C -2.027 3.816 0.900
F -1.349 2.801 0.339
F -1.291 4.335 1.886
F -2.196 4.751 -0.033
C -1.228 -1.849 1.216
C -2.438 -2.788 1.460
C -2.989 -2.948 2.892
C -4.516 -2.723 3.053
O -5.147 -1.981 2.019
C -1.184 -1.645 -0.310
C -2.155 -0.616 -0.892
N -1.969 -0.558 -2.352
C -2.472 -1.773 -3.048
C -1.349 -2.521 -3.758
C -2.445 0.596 -2.981
C -3.135 1.671 -2.173
O -2.286 0.734 -4.173
H 6.839 4.471 1.046
H 7.299 3.989 -0.707
H 7.921 2.244 1.701
H 5.890 -0.909 -1.012
H 7.641 -1.016 -0.794
H 6.498 -1.510 1.748
H 7.209 -2.776 0.688
H 5.016 -3.559 1.199
H 4.829 -2.815 -0.403
H 3.642 -0.986 0.402
H 4.362 -1.102 2.012
H 2.781 -3.492 1.319
H 2.723 -2.469 2.783
H 1.449 -1.911 0.082
H 1.445 -0.780 1.465
H 0.243 -4.254 0.746
H -0.425 -4.388 2.249
H -1.053 -0.725 4.100
H -0.624 0.183 1.389
H -3.136 -0.335 2.989
H -3.092 0.385 1.374
H -2.149 1.412 4.043
H -1.250 1.959 2.657
H -4.315 2.094 2.847
H -3.358 3.363 3.567
H -3.224 -2.519 0.755
H -2.086 -3.772 1.146
H -2.789 -3.971 3.219
H -2.465 -2.325 3.613
H -5.039 -3.675 3.127
H -4.681 -2.198 4.002
H -4.570 -1.260 1.751
H -1.400 -2.621 -0.756
H -0.196 -1.355 -0.660
H -3.196 -0.897 -0.672
H -1.954 0.366 -0.465
H -3.255 -1.504 -3.757
H -2.889 -2.433 -2.283
H -1.730 -3.371 -4.325
H -0.809 -1.838 -4.413
H -0.631 -2.890 -3.021
H -3.881 1.280 -1.483
H -2.396 2.271 -1.639
H -3.633 2.323 -2.888
C -1.052 3.824 -4.776
C -1.594 4.620 -5.942
O -0.469 5.378 -6.341
C 0.650 4.677 -5.992
O 1.740 4.905 -6.393
O 0.326 3.683 -5.132
F -2.593 5.461 -5.575
H -1.130 4.394 -3.847
H -1.528 2.855 -4.652
H -1.936 4.017 -6.784